No. 1
Below is a molecular structure, H6O3, with properties calculated with ωB97M-V/def2-TZVPD.

Structure (XYZ):
```
9
Properties=species:S:1:pos:R:3:nbo_charge:R:1
O -0.544 0.106 -0.725 -0.8064
O 0.424 -1.384 0.420 -0.9607
O 0.408 0.793 0.848 -1.0088
H -1.445 0.156 -1.045 0.5331
H 0.250 -0.667 -0.190 0.4130
H -0.005 0.171 -1.513 0.5089
H -0.282 1.330 1.238 0.4427
H 0.066 0.551 -0.013 0.4051
H 1.128 -1.057 0.980 0.4730
```

Calculated values
**Charge**: 0
**LUMO level**: -0.093 eV
**Highest occupied orbital energy**: -9.00 eV
**HOMO-LUMO gap**: 8.91 eV
**ΔE to the lowest compared entry with this formula, charge and spin**: 141.76 kcal per mole

No. 2
Below is a gas-phase ion, C4H10NSi (charge +1), with properties calculated with ωB97M-V/def2-TZVPD.

Structure (XYZ):
```
16
Properties=species:S:1:pos:R:3:nbo_charge:R:1
Si -0.373 0.533 0.283 1.7860
N 1.118 -0.071 0.066 -0.8577
C -0.534 -2.120 1.878 -0.7041
C -0.765 -1.152 0.768 -0.2148
C 2.416 0.095 -0.472 -0.4548
C -1.237 1.766 -0.754 -1.1188
H 3.010 -0.781 -0.709 0.2465
H 2.173 0.363 -1.570 0.1923
H -1.341 -2.028 2.594 0.2915
H -0.353 2.407 -1.029 0.2905
H -1.982 2.220 -0.139 0.2773
H -1.331 -1.782 0.259 0.2036
H 2.899 0.989 -0.009 0.2575
H 0.483 -2.191 2.325 0.2752
H -0.751 -3.107 1.587 0.2391
H -1.664 1.152 -1.560 0.2908
```

Calculated values
**Charge**: +1
**LUMO level (alpha / beta)**: -5.928 / -5.930 eV
**Highest occupied orbital energy (alpha / beta)**: -13.46 / -13.46 eV
**HOMO-LUMO gap (alpha / beta)**: 7.53 / 7.53 eV
**ΔE to the lowest compared entry with this formula, charge and spin**: 107.05 kcal per mole

No. 3
Below is a molecular structure, C3H3EuO3, with properties calculated with ωB97M-V/def2-TZVPD.

Structure (XYZ):
```
10
Properties=species:S:1:pos:R:3:lowdin_spin:R:1
Eu -3.404 -0.033 -0.013 7.0331
O -0.755 -0.243 -0.114 -0.0070
O 0.456 1.640 -0.425 -0.0031
O -1.810 1.623 -0.409 -0.0215
C -0.652 1.129 -0.436 -0.0009
C 0.374 -1.060 0.024 0.0004
C 1.493 -0.529 0.564 -0.0010
H 1.453 0.055 1.483 0.0000
H 0.393 -1.779 -0.798 0.0001
H 2.452 -0.802 0.124 -0.0001
```

Calculated values
**Charge**: +1
**LUMO level (alpha / beta)**: -5.893 / -5.726 eV
**<S²>**: 15.760
**Highest occupied orbital energy (alpha / beta)**: -12.31 / -12.31 eV
**HOMO-LUMO gap (alpha / beta)**: 6.42 / 6.58 eV
**Multiplicity**: 8
**ΔE to the lowest compared entry with this formula, charge and spin**: 27.65 kcal per mole

No. 4
Below is a single C21H20ClN5O molecule, with properties calculated with ωB97M-V/def2-TZVPD.

Structure (XYZ):
```
48
Properties=species:S:1:pos:R:3:nbo_charge:R:1
Cl 0.908 2.260 4.278 -0.0058
O 1.258 1.241 0.876 -0.6115
N -3.819 -1.374 0.090 -0.3472
N -0.077 -4.801 -2.552 -0.1609
N -3.547 -2.499 -0.609 -0.2603
N -1.243 -5.424 -2.779 -0.2596
N -0.881 0.665 0.602 -0.4337
C -1.581 -3.542 -1.575 -0.1786
C -2.705 -0.652 0.302 0.1803
C 1.591 3.432 3.186 -0.0020
C -0.234 -3.667 -1.839 -0.0307
C 3.200 -4.036 -3.546 -0.3769
C 2.736 4.104 3.576 -0.2284
C -2.304 0.606 0.989 -0.2465
C -2.157 -4.676 -2.186 -0.0298
C -1.522 3.306 2.266 -0.3921
C 1.958 -4.386 -3.837 -0.1910
C -1.668 -1.312 -0.270 -0.1093
C 0.987 3.660 1.953 -0.0416
C 1.167 -5.375 -3.035 -0.2517
C -0.250 2.917 1.550 -0.1812
C -1.323 3.721 0.846 -0.3968
C 0.085 1.534 1.031 0.7049
C 1.587 4.583 1.105 -0.1282
C -0.392 -0.574 -0.053 -0.2244
C 2.735 5.264 1.476 -0.2306
C -2.238 -2.475 -0.836 0.1277
C 3.309 5.027 2.715 -0.1984
H 0.314 -1.096 0.598 0.2144
H 1.759 -5.742 -2.194 0.2032
H 3.171 3.897 4.544 0.2277
H -2.424 0.525 2.073 0.2041
H 1.449 -3.955 -4.694 0.2078
H 3.715 -4.452 -2.687 0.1929
H -1.108 4.760 0.640 0.2274
H -3.197 -4.955 -2.217 0.2190
H 1.147 4.755 0.131 0.2067
H 0.871 -6.229 -3.643 0.2404
H -1.391 4.064 3.026 0.2326
H 0.609 -3.046 -1.582 0.2237
H 4.204 5.554 3.015 0.2173
H -2.863 1.476 0.642 0.2073
H 3.184 5.975 0.795 0.2155
H 0.144 -0.314 -0.968 0.2146
H -4.766 -1.194 0.369 0.4091
H -1.885 3.219 0.070 0.2172
H -2.259 2.562 2.515 0.2177
H 3.747 -3.329 -4.155 0.2056
```

Calculated values
**Charge**: 0
**LUMO level**: 0.521 eV
**SMILES**: C=CCn1cc(-c2n[nH]c3c2CN(C(=O)C2(c4ccccc4Cl)CC2)C3)cn1
**Highest occupied orbital energy**: -8.36 eV
**HOMO-LUMO gap**: 8.88 eV
**ΔE to the lowest compared entry with this formula, charge and spin**: 46.55 kcal per mole

No. 5
Below is a single C5H6O2S molecule, with properties calculated with ωB97M-V/def2-TZVPD.

Structure (XYZ):
```
14
Properties=species:S:1:pos:R:3:nbo_charge:R:1
S -3.000 -0.443 0.065 -0.1044
O -1.356 1.287 -0.888 -0.6683
O 1.941 0.391 -0.109 -0.4928
C 0.388 -1.269 -0.321 -0.3200
C 1.616 -0.829 -0.626 0.1571
C 0.843 0.801 0.719 -0.0806
C -1.542 0.267 -0.032 0.2548
C -0.258 -0.270 0.635 -0.3620
H 1.230 0.829 1.792 0.1914
H 2.419 -1.231 -1.297 0.2147
H -0.567 -0.724 1.600 0.2486
H 0.615 1.819 0.368 0.2174
H -2.232 1.535 -1.246 0.5052
H -0.098 -2.163 -0.658 0.2390
```

Calculated values
**Charge**: 0
**LUMO level**: 0.312 eV
**SMILES**: OC(=S)[C@H]1C=COC1
**Highest occupied orbital energy**: -8.75 eV
**HOMO-LUMO gap**: 9.06 eV
**ΔE to the lowest compared entry with this formula, charge and spin**: 23.55 kcal per mole

No. 6
Below is a molecular structure, C5H7N, with properties calculated with ωB97M-V/def2-TZVPD.

Structure (XYZ):
```
13
Properties=species:S:1:pos:R:3:nbo_charge:R:1
N 0.184 0.201 1.106 -0.3059
C 1.394 0.172 0.210 -0.2473
C 0.443 -0.294 -0.866 -0.3740
C -1.565 -0.043 0.465 -0.2181
C -0.435 0.942 -1.091 -0.1102
C -0.396 -0.907 0.294 -0.1323
H 0.136 1.862 -0.868 0.1130
H -1.896 0.094 1.490 0.2193
H 2.090 -0.581 0.629 0.1912
H 1.918 1.124 0.065 0.1869
H -2.292 0.199 -0.303 0.2618
H -0.305 -1.941 0.649 0.1924
H 0.722 -0.829 -1.781 0.2233
```

Calculated values
**Charge**: 0
**LUMO level (alpha / beta)**: -0.396 / -0.339 eV
**Highest occupied orbital energy (alpha / beta)**: -7.90 / -8.05 eV
**HOMO-LUMO gap (alpha / beta)**: 7.51 / 7.71 eV
**ΔE to the lowest compared entry with this formula, charge and spin**: 207.84 kcal per mole

No. 7
Below is a molecular structure, C4H8N4O2, with properties calculated with ωB97M-V/def2-TZVPD.

Structure (XYZ):
```
18
Properties=species:S:1:pos:R:3:nbo_charge:R:1
O 2.423 -1.947 0.011 -0.6147
O -2.363 1.568 -0.078 -0.5980
N -3.707 -0.751 0.104 -0.6454
N 2.827 0.245 -0.049 -0.4762
N -2.346 -0.753 -0.069 -0.5069
N 2.540 1.686 0.114 -0.6779
C -0.142 0.550 -0.056 -0.2479
C -1.676 0.492 0.050 0.6148
C 0.525 -0.558 0.000 -0.2512
C 1.958 -0.779 -0.037 0.5764
H 3.961 -0.246 0.185 0.3934
H 3.185 2.289 -0.887 0.3978
H -1.992 -1.254 -1.072 0.3811
H 0.284 1.609 -0.152 0.2712
H -0.185 -1.547 -0.073 0.2497
H 2.857 1.655 1.160 0.3977
H -3.913 -0.849 1.258 0.3629
H -3.863 0.148 -0.336 0.3733
```

Calculated values
**Charge**: 0
**LUMO level**: -0.317 eV
**Highest occupied orbital energy**: -9.89 eV
**HOMO-LUMO gap**: 9.57 eV
**ΔE to the lowest compared entry with this formula, charge and spin**: 151.54 kcal per mole